{
  "formula": "C42H46As3Br2F4O3PPt",
  "method": "ωB97M-V with the def2-TZVPD basis set",
  "homo_lumo_gap_ev": [6.985, 4.170],
  "spin_multiplicity": 5,
  "e_homo_ha": [-0.416, -0.453],
  "total_energy_ev": -396431.9605,
  "charge": 2,
  "relative_energy_kj_mol": 18.9,
  "elements": ["Pt", "C", "As", "C", "C", "C", "C", "C", "As", "C", "C", "C", "As", "C", "C", "H", "H", "H", "H", "H", "H", "H", "H", "H", "H", "H", "H", "H", "H", "H", "H", "H", "H", "H", "H", "H", "H", "H", "H", "H", "H", "H", "F", "C", "C", "F", "C", "F", "C", "P", "C", "C", "C", "C", "C", "C", "C", "C", "C", "C", "C", "C", "C", "Br", "C", "F", "H", "H", "H", "H", "H", "H", "H", "H", "H", "H", "Br", "C", "C", "C", "C", "C", "C", "H", "H", "H", "H", "O", "C", "C", "C", "C", "C", "C", "C", "O", "O", "H", "H", "H", "H", "H"],
  "coordinates": [[-0.188, -0.119, 0.913], [1.877, -3.012, 2.606], [1.539, -2.116, 0.904], [1.195, -3.728, -0.144], [3.459, -1.794, 0.450], [3.941, -0.419, -0.068], [3.212, -0.009, -1.338], [3.825, 0.646, 1.026], [2.001, 1.263, 1.509], [2.086, 3.139, 1.024], [2.223, 1.362, 3.437], [5.449, -0.643, -0.383], [6.352, 0.719, -1.434], [6.041, 2.574, -1.043], [6.163, 0.417, -3.318], [2.577, -3.828, 2.430], [0.948, -3.420, 3.001], [2.310, -2.326, 3.333], [1.762, -4.553, 0.286], [1.487, -3.579, -1.174], [0.133, -3.969, -0.119], [3.694, -2.568, -0.284], [4.012, -2.037, 1.360], [2.141, 0.080, -1.172], [3.392, -0.728, -2.145], [3.526, 0.983, -1.688], [4.368, 1.552, 0.745], [4.283, 0.282, 1.949], [2.971, 3.587, 1.474], [1.193, 3.635, 1.396], [2.110, 3.247, -0.059], [3.026, 2.046, 3.707], [2.448, 0.370, 3.826], [1.289, 1.705, 3.875], [5.585, -1.534, -1.000], [6.031, -0.780, 0.530], [6.329, 2.801, -0.020], [4.980, 2.785, -1.197], [6.636, 3.163, -1.739], [6.209, -0.650, -3.522], [6.957, 0.937, -3.850], [5.192, 0.818, -3.619], [-2.681, -4.847, -5.105], [-2.550, -4.020, -4.096], [-3.605, -3.783, -3.243], [-4.758, -4.380, -3.439], [-3.443, -2.904, -2.186], [-4.516, -2.683, -1.447], [-2.242, -2.256, -1.912], [-2.153, -1.159, -0.415], [-3.204, 0.225, -0.926], [-3.073, 0.702, -2.231], [-3.740, 1.852, -2.628], [-4.552, 2.528, -1.731], [-4.697, 2.052, -0.434], [-4.020, 0.913, -0.031], [-3.026, -2.084, 0.896], [-2.254, -2.959, 1.661], [-2.813, -3.676, 2.707], [-4.153, -3.501, 3.023], [-4.928, -2.625, 2.276], [-4.372, -1.928, 1.213], [-1.209, -2.471, -2.839], [0.375, -1.455, -2.859], [-1.359, -3.343, -3.899], [-0.381, -3.532, -4.769], [-2.430, 0.195, -2.940], [-3.621, 2.219, -3.641], [-5.076, 3.424, -2.041], [-5.339, 2.572, 0.266], [-4.145, 0.555, 0.985], [-1.201, -3.074, 1.442], [-2.202, -4.365, 3.279], [-4.594, -4.049, 3.847], [-5.977, -2.491, 2.512], [-5.001, -1.269, 0.628], [-3.624, -0.890, 6.449], [-2.511, -0.547, 5.010], [-1.252, -1.179, 4.944], [-0.447, -0.948, 3.865], [-0.882, -0.151, 2.765], [-2.092, 0.593, 2.956], [-2.915, 0.368, 4.024], [-0.947, -1.840, 5.746], [0.524, -1.435, 3.824], [-2.367, 1.326, 2.209], [-3.860, 0.886, 4.126], [-1.942, 4.525, 0.055], [-1.331, 4.422, -1.135], [-1.420, 5.517, -2.000], [-0.818, 5.471, -3.237], [-0.111, 4.338, -3.653], [-0.019, 3.259, -2.805], [-0.616, 3.279, -1.537], [-0.488, 2.098, -0.658], [-1.035, 2.081, 0.500], [0.177, 1.085, -1.046], [-1.811, 3.684, 0.516], [-1.973, 6.389, -1.674], [-0.901, 6.326, -3.897], [0.340, 4.307, -4.636], [0.498, 2.355, -3.103]]
}

---

{
  "formula": "C37H34N5O3PSSc",
  "method": "ωB97M-V with the def2-TZVPD basis set",
  "homo_lumo_gap_ev": 8.500,
  "e_homo_ha": -0.410,
  "total_energy_ev": -93340.0253,
  "charge": 1,
  "relative_energy_kj_mol": 57.7,
  "elements": ["Sc", "C", "C", "N", "C", "C", "C", "S", "N", "C", "O", "C", "C", "C", "C", "C", "C", "H", "H", "H", "H", "H", "H", "H", "H", "H", "H", "H", "H", "H", "H", "H", "N", "P", "C", "C", "C", "C", "C", "C", "C", "C", "C", "C", "C", "C", "C", "C", "C", "C", "C", "N", "H", "H", "H", "H", "H", "H", "H", "H", "H", "H", "H", "H", "H", "H", "H", "O", "C", "N", "C", "O", "C", "C", "C", "C", "C", "C", "H", "H", "H", "H"],
  "coordinates": [[-0.147, -0.096, -0.012], [5.901, 0.155, 1.078], [5.253, -0.121, -0.270], [4.439, -1.343, -0.257], [5.155, -2.581, -0.620], [5.042, -2.894, -2.103], [3.147, -1.344, 0.041], [2.404, 0.118, 0.576], [2.564, -2.578, -0.052], [1.305, -2.810, 0.098], [0.368, -1.914, 0.233], [0.839, -4.220, 0.093], [-0.441, -4.519, 0.554], [-0.889, -5.831, 0.570], [-0.063, -6.847, 0.108], [1.212, -6.552, -0.363], [1.665, -5.243, -0.366], [6.611, 0.978, 0.989], [6.442, -0.722, 1.439], [5.146, 0.426, 1.818], [6.010, -0.263, -1.041], [4.622, 0.711, -0.573], [4.767, -3.397, -0.022], [6.195, -2.420, -0.338], [3.994, -2.982, -2.393], [5.542, -3.839, -2.325], [5.506, -2.116, -2.712], [-1.080, -3.720, 0.908], [-1.879, -6.062, 0.943], [-0.412, -7.872, 0.116], [1.853, -7.345, -0.726], [2.657, -4.997, -0.724], [-3.657, -0.155, 0.568], [-2.468, 1.039, 0.794], [-3.128, 2.545, 0.050], [-4.220, 2.504, -0.811], [-4.651, 3.665, -1.440], [-3.986, 4.864, -1.226], [-2.884, 4.906, -0.381], [-2.453, 3.752, 0.254], [-2.458, 1.298, 2.592], [-2.958, 2.423, 3.236], [-2.878, 2.524, 4.621], [-2.303, 1.506, 5.363], [-1.807, 0.373, 4.728], [-1.882, 0.274, 3.350], [-3.409, -1.278, -0.210], [-4.389, -2.264, -0.362], [-4.122, -3.342, -1.173], [-2.890, -3.436, -1.817], [-1.979, -2.439, -1.587], [-2.214, -1.373, -0.799], [-4.555, -0.101, 1.024], [-4.732, 1.569, -0.999], [-5.505, 3.630, -2.105], [-4.323, 5.766, -1.721], [-2.358, 5.839, -0.217], [-1.596, 3.791, 0.915], [-3.420, 3.219, 2.666], [-3.270, 3.402, 5.119], [-2.242, 1.591, 6.441], [-1.358, -0.424, 5.308], [-1.498, -0.617, 2.863], [-5.338, -2.161, 0.149], [-4.870, -4.114, -1.306], [-2.642, -4.265, -2.464], [-0.999, -2.480, -2.046], [0.200, 1.919, 0.784], [0.390, 2.305, -0.401], [0.172, 1.451, -1.422], [0.496, 2.111, -2.634], [0.458, 1.616, -3.721], [0.914, 3.512, -2.265], [1.325, 4.563, -3.051], [1.671, 5.748, -2.402], [1.611, 5.859, -1.014], [1.199, 4.785, -0.226], [0.850, 3.626, -0.887], [1.376, 4.471, -4.129], [1.998, 6.599, -2.987], [1.898, 6.791, -0.543], [1.160, 4.854, 0.855]]
}

---

{
  "formula": "C21H22FN3O2S",
  "method": "ωB97M-V with the def2-TZVPD basis set",
  "homo_lumo_gap_ev": 9.388,
  "smiles": "C[C@H](NC1=NC(=O)[C@](C)(c2ccc(CCC(N)=O)cc2)S1)c1ccc(F)cc1",
  "e_homo_ha": -0.329,
  "total_energy_ev": -44250.1582,
  "relative_energy_kj_mol": 459.7,
  "elements": ["O", "O", "F", "N", "S", "C", "C", "C", "C", "C", "C", "C", "C", "C", "C", "C", "C", "C", "C", "C", "N", "N", "C", "C", "C", "C", "C", "C", "H", "H", "H", "H", "H", "H", "H", "H", "H", "H", "H", "H", "H", "H", "H", "H", "H", "H", "H", "H", "H", "H"],
  "coordinates": [[2.142, 4.825, 1.268], [2.039, -2.809, -1.340], [-7.599, -3.842, 1.914], [0.223, -1.930, -0.322], [-0.569, -0.146, -2.060], [2.770, 3.899, 1.518], [1.253, -1.844, -1.333], [-0.753, -1.207, -0.702], [-5.387, -4.008, 0.866], [-6.087, -1.975, 1.999], [3.899, 1.273, -0.718], [2.385, 2.819, -1.692], [3.214, 0.240, -1.253], [1.676, 1.729, -2.279], [-4.157, -3.355, 0.728], [-4.837, -1.363, 1.851], [-6.416, -3.328, 1.562], [3.513, 2.615, -0.907], [2.079, 0.405, -2.035], [-3.787, -2.099, 1.241], [1.980, 2.786, 1.888], [-1.981, -1.316, -0.077], [1.359, -1.052, -3.909], [4.202, 3.769, 1.140], [4.364, 3.703, -0.372], [1.205, -0.714, -2.413], [-1.905, -1.019, 2.435], [-2.296, -1.786, 1.201], [-5.347, -5.061, 0.618], [-6.801, -1.350, 2.583], [4.807, 1.062, -0.044], [1.984, 3.806, -1.954], [3.611, -0.685, -0.940], [0.772, 1.971, -2.915], [-3.448, -3.972, 0.180], [-4.669, -0.427, 2.354], [2.449, 1.870, 2.126], [0.991, 2.886, 2.030], [-2.767, -1.034, -0.533], [0.597, -1.915, -4.061], [2.366, -1.380, -4.096], [1.202, -0.297, -4.736], [4.716, 2.840, 1.414], [4.779, 4.467, 1.697], [4.029, 4.670, -0.895], [5.433, 3.586, -0.591], [-2.484, -0.178, 2.576], [-2.151, -1.584, 3.285], [-0.912, -0.858, 2.531], [-1.683, -2.687, 1.172]]
}

---

{
  "formula": "C12H26FNO6PS2",
  "method": "ωB97M-V with the def2-TZVPD basis set",
  "homo_lumo_gap_ev": 7.434,
  "e_homo_ha": -0.184,
  "total_energy_ev": -60317.3353,
  "charge": -1,
  "relative_energy_kj_mol": 0.0,
  "elements": ["C", "C", "O", "N", "P", "F", "C", "C", "O", "H", "H", "H", "H", "H", "H", "H", "H", "H", "H", "C", "C", "C", "S", "O", "O", "C", "H", "H", "H", "H", "H", "H", "H", "H", "C", "C", "C", "S", "O", "O", "C", "H", "H", "H", "H", "H", "H", "H", "H"],
  "coordinates": [[1.651, -1.169, -1.567], [1.530, -1.465, -0.099], [0.892, -0.734, 0.560], [2.120, -2.610, 0.480], [1.372, -4.165, -0.211], [2.788, -5.012, 0.240], [3.546, -2.582, 0.469], [4.363, -2.803, -0.784], [4.129, -2.359, 1.458], [0.746, -1.494, -2.059], [2.471, -1.683, -2.037], [1.810, -0.108, -1.684], [1.917, -3.905, -1.521], [0.785, -5.389, -0.721], [0.837, -4.434, 1.099], [0.153, -3.427, -0.519], [3.786, -3.201, -1.601], [4.883, -1.891, -1.039], [5.116, -3.526, -0.525], [0.178, 3.484, -0.875], [-1.108, 3.016, -1.566], [-1.094, 3.583, -2.992], [0.637, 3.766, -3.442], [0.925, 5.169, -3.612], [0.971, 2.804, -4.462], [1.303, 3.229, -1.872], [0.349, 2.954, 0.061], [0.112, 4.552, -0.653], [-1.121, 1.924, -1.604], [-1.997, 3.335, -1.025], [-1.572, 2.916, -3.705], [-1.553, 4.569, -3.041], [2.213, 3.783, -1.653], [1.522, 2.165, -1.955], [-2.643, -0.512, 3.958], [-1.837, -0.563, 2.654], [-2.804, -0.259, 1.504], [-4.092, 0.782, 2.196], [-5.345, 0.068, 2.156], [-3.980, 2.120, 1.663], [-3.481, 0.762, 3.878], [-1.996, -0.509, 4.834], [-3.297, -1.385, 4.025], [-1.049, 0.191, 2.679], [-1.355, -1.527, 2.511], [-2.317, 0.274, 0.692], [-3.277, -1.162, 1.123], [-4.322, 0.779, 4.569], [-2.865, 1.650, 4.014]]
}